A.
Molecular formula: C4H6S
Method: DFT, ωB97M-V/def2-TZVPD

Geometry (Å):
C1 -0.4440 0.7648 0.5642
H1 -2.2724 -1.2388 -1.2550
H2 -0.5989 1.7367 0.7440
H3 1.5499 -0.5319 -0.8763
H4 0.8247 -0.8724 1.4501
S1 2.1550 0.3190 0.0139
H5 1.2926 0.8165 2.1076
C2 -1.4007 -0.6755 -1.3509
H6 -0.8302 -0.6303 -2.3250
C3 -1.0535 0.1107 -0.3918
C4 0.7775 0.2011 1.3193

- E_HOMO (eV) = -8.7
- structure (SMILES) = C=C=CCS
- LUMO energy (hartree) = 0.0316
- gap between HOMO and LUMO (eV) = 9.60
- charge = 0

B.
Molecular formula: C4H6S
Method: DFT, ωB97M-V/def2-TZVPD

Geometry (Å):
C1 -0.0495 1.2201 0.8445
C2 0.4626 -1.1900 -1.1774
H1 -0.1421 -1.9365 -0.5503
H2 -1.3721 -0.3139 1.3289
C3 -1.1757 0.3824 0.4377
H3 1.5437 -1.3115 -0.5637
H4 -2.0227 0.9453 0.2938
C4 0.9778 1.5213 1.3150
S1 -0.7465 0.0514 -1.2105
H5 1.9943 2.0835 1.4494
H6 0.5302 -1.4520 -2.1672

- E_HOMO (eV) = -8.3
- structure (SMILES) = C#CCSC
- LUMO energy (hartree) = 0.0345
- gap between HOMO and LUMO (eV) = 9.28
- charge = 0

Which of them is the most stable, and which is the least stable? A and B, in that order.

A.
Molecular formula: C4H6S
Method: DFT, ωB97M-V/def2-TZVPD

Geometry (Å):
H1 0.4435 1.5509 1.8189
S1 -0.2321 1.4614 -0.9436
C1 -0.1165 -0.8953 -0.4859
C2 0.4203 0.4572 1.7072
C3 -0.5023 -0.1677 -1.7521
H2 1.3787 0.0970 1.9679
H3 0.2845 -0.2854 -2.3944
C4 0.1547 0.1823 0.2850
H4 0.1360 -1.9861 -0.3966
H5 -1.5180 -0.4656 -2.1080
H6 -0.4488 0.0514 2.3016

- E_HOMO (eV) = -8.3
- LUMO energy (hartree) = 0.0352
- gap between HOMO and LUMO (eV) = 9.22
- charge = 0

B.
Molecular formula: C4H6S
Method: DFT, ωB97M-V/def2-TZVPD

Geometry (Å):
H1 -1.1797 -0.1445 2.1786
C1 0.6485 0.9592 -1.4694
C2 -1.3814 0.2193 1.2387
C3 -0.8053 -0.2704 0.1358
H2 -2.2520 0.8542 1.2880
H3 0.5090 -1.5520 -1.1067
C4 0.4364 -1.1425 -0.0451
H4 1.0396 -1.4280 0.7932
H5 1.1614 0.7813 -2.3516
S1 -1.0305 0.6076 -1.4998
H6 1.1425 1.4923 -0.6751

- E_HOMO (spin up / spin down) (eV) = -8.0 / -7.6
- LUMO energy (spin up / spin down) (hartree) = -0.0033 / -0.0111
- gap between HOMO and LUMO (spin up / spin down) (eV) = 7.90 / 7.33
- charge = 0

Which of them is the most stable, and which is the least stable? A and B, in that order.

A.
Molecular formula: C4H6S
Method: DFT, ωB97M-V/def2-TZVPD

Geometry (Å):
H1 -1.5787 1.0853 -0.6468
C1 -0.9329 0.1406 -0.8400
H2 2.3328 1.2079 0.2534
C2 1.4870 0.5482 -0.0262
C3 -0.5307 -0.6143 0.4483
H3 -1.3687 -0.5011 1.1368
C4 0.7340 -0.2082 0.8226
S1 0.5646 0.6745 -1.5980
H4 -0.4670 -1.6458 0.2924
H5 1.2024 -0.2709 1.7512
H6 -1.4428 -0.4163 -1.5935

- E_HOMO (eV) = -7.8
- structure (SMILES) = C1=CSCC1
- LUMO energy (hartree) = 0.0377
- gap between HOMO and LUMO (eV) = 8.86
- charge = 0

B.
Molecular formula: C4H6S
Method: DFT, ωB97M-V/def2-TZVPD

Geometry (Å):
C1 0.1182 -0.7263 0.0189
H1 -0.1485 -0.8032 -1.0688
C2 1.3899 -0.2018 0.0686
H2 -0.2447 1.3641 0.1306
C3 -0.8866 0.3901 0.4243
C4 2.5363 0.1316 -0.0925
S1 -2.3913 -0.1836 -0.0354
H3 -1.1689 0.1732 1.5691
H4 -0.1656 -1.5348 0.4974
H5 3.7918 0.2165 -0.2189
H6 -2.8306 1.1741 -1.2936

- E_HOMO (eV) = -8.8
- LUMO energy (hartree) = -0.0205
- gap between HOMO and LUMO (eV) = 8.26
- charge = 0

Which of them is the most stable, and which is the least stable? A and B, in that order.

A.
Molecular formula: C3H4N2O
Method: DFT, ωB97M-V/def2-TZVPD

Geometry (Å):
H1 0.6365 -0.7361 -2.5263
N1 0.4480 -0.2020 -1.6812
C1 0.5224 1.0488 1.8835
N2 -1.3675 -0.4750 0.0232
C2 1.1253 1.2623 0.8640
H2 1.6142 1.4109 -0.0758
H3 -0.0143 0.8795 2.7907
C3 -0.5397 -0.6547 -1.0683
O1 -1.4808 -1.5903 -1.0405
H4 -0.9441 -0.9433 0.8308

- E_HOMO (eV) = -10.7
- structure (SMILES) = [H]/N=C1/NO1.C#C
- LUMO energy (hartree) = 0.0311
- gap between HOMO and LUMO (eV) = 11.51
- charge = 0

B.
Molecular formula: C3H4N2O
Method: DFT, ωB97M-V/def2-TZVPD

Geometry (Å):
C1 -1.1044 -0.8209 0.6936
H1 2.4767 0.2497 -0.0747
N1 -1.5495 -0.3066 -0.4366
C2 0.3038 -0.5961 0.9792
N2 -0.4973 0.3402 -0.9740
H2 0.3926 0.7269 1.1126
C3 0.6048 0.2341 -0.1692
H3 -0.6313 0.9094 -1.7984
O1 1.7950 0.6796 -0.6232
H4 -1.7905 -1.4162 1.2904

- E_HOMO (eV) = -9.1
- LUMO energy (hartree) = 0.0199
- gap between HOMO and LUMO (eV) = 9.64
- charge = 0

C.
Molecular formula: C3H4N2O
Method: DFT, ωB97M-V/def2-TZVPD

Geometry (Å):
N1 0.1161 -1.0346 -0.7198
O1 1.7951 0.5313 0.1694
C1 -0.5440 -0.5779 0.5535
H1 -0.5452 -1.1726 1.4478
C2 0.5362 0.2197 -0.1786
C3 -1.3777 0.5638 0.0805
H2 2.1286 1.2020 -0.4427
N2 -0.4898 1.2255 -0.5744
H3 0.8022 -1.7616 -0.5252
H4 -2.4215 0.8044 0.1896

- E_HOMO (eV) = -8.6
- LUMO energy (hartree) = 0.0291
- gap between HOMO and LUMO (eV) = 9.43
- charge = 0

D.
Molecular formula: C3H4N2O
Method: DFT, ωB97M-V/def2-TZVPD

Geometry (Å):
H1 -0.6925 -1.2764 1.1512
H2 -1.0599 1.0624 -1.9439
H3 2.2235 -1.1047 0.2749
H4 -2.1787 0.6186 -0.6873
C1 1.5729 -0.2449 0.4099
N1 1.0701 0.4365 -0.5882
C2 -0.2563 0.3361 -0.2013
O1 0.9827 -0.2198 1.5702
N2 -1.2467 0.6086 -1.0641
C3 -0.4151 -0.2164 1.0785

- E_HOMO (spin up / spin down) (eV) = -7.8 / -7.8
- LUMO energy (spin up / spin down) (hartree) = 0.0128 / 0.0128
- gap between HOMO and LUMO (spin up / spin down) (eV) = 8.17 / 8.17
- charge = 0

Which of them is the most stable, and which is the least stable? D and A, in that order.